Density functional theory data (the ωB97M-V functional and the def2-TZVPD basis) for a molecular structure, H14O7.

Last column: natural (NBO) charge in e.
Element x y z (Å)
1 O 4.3825 9.8758 -0.8000  -0.8740
2 H 5.0061 10.1034 -0.1104  0.5100
3 H 4.8180 10.1345 -1.6122  0.5261
4 O 1.2232 10.2710 1.3553  -0.8959
5 H 1.8553 10.2104 2.0715  0.4778
6 H 0.5382 9.6435 1.5860  0.5148
7 O 2.1480 10.3063 -0.6679  -0.9506
8 H 1.9348 10.4178 0.2586  0.4787
9 H 3.1048 10.2955 -0.6944  0.4491
10 O 2.1852 12.6791 -1.4449  -0.9304
11 H 2.6894 12.3499 -0.7008  0.4656
12 H 1.8718 13.5379 -1.1612  0.4763
13 O 0.6808 8.7168 -0.9517  -0.9845
14 H 1.3382 9.4125 -0.9447  0.4395
15 H 0.8779 8.1926 -0.1754  0.4341
16 O 3.1932 7.9995 -0.8196  -0.9736
17 H 3.5440 8.8837 -0.7130  0.4355
18 H 3.3941 7.7694 -1.7267  0.4585
19 O 1.8734 10.7750 -2.9310  -0.9825
20 H 2.3173 11.6001 -2.7350  0.4656
21 H 1.9222 10.2766 -2.1153  0.4599

Cartesian forces, eV/Å:
5.46 3.14 -0.05
0.34 -0.04 0.48
0.03 0.04 -0.74
-1.02 0.33 3.50
0.10 0.04 0.56
-0.44 -0.24 -0.38
2.86 3.81 0.76
-0.85 -0.07 0.06
-0.64 0.72 -0.36
0.33 1.73 0.58
-0.16 -0.16 0.10
-0.10 0.41 -0.10
-4.02 -2.76 -0.21
-0.27 -0.81 -0.10
0.21 -0.40 -0.32
-0.51 -2.91 0.32
-0.65 -2.23 -0.10
-0.20 -0.28 -0.17
0.33 -0.74 -2.89
-0.37 -0.06 -0.09
-0.43 0.49 -0.86

Summary:
- ΔE to the lowest compared entry with this formula, charge and spin (eV) = 6.912
- electronic energy (hartree) = -534.86984
- frontier orbital gap (eV) = 8.21
- LUMO energy (eV) = -0.58
- spin multiplicity = 1



Density functional theory data (the ωB97M-V functional and the def2-TZVPD basis) for 7 unconnected molecules or ions with the total composition H14O7.

Last column: natural (NBO) charge in e.
Element x y z (Å)
1 O -0.8162 2.5559 1.0206  -0.9790
2 H -0.2461 2.4314 1.8236  0.4624
3 H -0.6271 2.0067 0.2738  0.5112
4 O 1.3739 -1.4854 1.4564  -0.9722
5 H 0.3883 -1.5870 1.6489  0.4882
6 H 1.5861 -1.0863 2.3710  0.4818
7 O -1.0904 -0.2554 2.4499  -0.9724
8 H -1.6189 -0.2243 3.2717  0.4763
9 H -1.0291 0.7124 2.2854  0.4889
10 O -0.5610 0.3979 -0.5289  -0.9515
11 H -0.8621 -0.4522 -0.1532  0.4815
12 H -0.6077 0.1437 -1.4414  0.4849
13 O 4.0437 -1.5061 0.2682  -0.9308
14 H 3.2144 -1.9388 0.2925  0.4726
15 H 4.4977 -2.0800 -0.4969  0.4569
16 O 0.3574 -2.4574 -1.9624  -0.9287
17 H 0.8428 -2.4695 -1.1356  0.4716
18 H -0.1269 -3.2070 -1.8983  0.4577
19 O -3.1829 2.8667 -2.7745  -0.9374
20 H -2.4384 3.5744 -3.0188  0.4704
21 H -3.9689 3.2464 -3.2574  0.4675

Cartesian forces, eV/Å:
-0.30 1.40 2.71
-0.34 0.03 -1.95
0.74 -1.18 -0.35
-1.71 0.53 2.87
1.60 0.18 -0.72
0.12 -0.80 -2.23
-0.49 1.14 0.98
0.27 -0.55 -0.51
0.03 -0.74 -0.64
-0.36 -1.20 0.38
0.20 0.78 0.45
0.22 0.28 -1.16
3.00 -1.66 -3.03
-1.78 -0.40 0.51
-1.18 2.13 2.58
2.18 3.43 -0.02
0.39 0.41 0.20
-2.60 -3.74 -0.08
1.26 3.04 -1.68
-2.40 -2.40 0.90
1.14 -0.66 0.78

Summary:
- SMILES string = O.O.O.O.O.O.O
- ΔE to the lowest compared entry with this formula, charge and spin (eV) = 2.661
- electronic energy (hartree) = -535.02606
- frontier orbital gap (eV) = 11.31
- LUMO energy (eV) = 0.30
- spin multiplicity = 1



Density functional theory data (the ωB97M-V functional and the def2-TZVPD basis) for 7 unconnected molecules or ions with the total composition H14O7.

Last column: natural (NBO) charge in e.
Element x y z (Å)
1 O -0.9574 -1.5159 -1.4417  -1.0257
2 H -1.4827 -1.0707 -0.6331  0.4890
3 H -0.1676 -1.9623 -0.9244  0.4999
4 O -1.0178 1.3928 -1.3284  -0.9843
5 H -0.8678 0.4999 -1.6415  0.4996
6 H -1.7948 1.1451 -0.7440  0.5112
7 O -0.3263 0.1537 1.8441  -0.9998
8 H 0.0839 -0.7201 1.6685  0.5074
9 H 0.2188 0.8702 1.4733  0.5089
10 O 2.6540 -0.1321 -0.7266  -0.9832
11 H 2.4725 0.6935 -0.1798  0.5167
12 H 2.0066 -0.0586 -1.5860  0.4959
13 O 1.1174 1.8284 0.2469  -1.0354
14 H 1.0536 2.8371 0.4232  0.4924
15 H 0.3480 1.7324 -0.4513  0.5224
16 O 0.9916 -1.7385 0.5390  -1.0020
17 H 1.7891 -1.1202 0.3658  0.5192
18 H 1.4019 -2.4879 0.9699  0.4813
19 O -2.5037 0.0006 0.3327  -1.0405
20 H -1.6738 -0.0136 0.9482  0.5191
21 H -3.3456 -0.3339 0.8452  0.5080

Cartesian forces, eV/Å:
0.78 0.17 3.62
1.12 -1.60 -2.53
-2.13 1.37 -1.44
-0.92 0.13 0.87
0.57 -0.79 -0.79
0.68 0.88 -0.47
-0.84 -0.35 0.53
0.28 0.74 -0.23
0.26 -0.37 -0.18
-2.03 1.06 -2.12
-0.04 -0.87 -1.31
2.37 -0.10 3.37
-1.53 3.09 -0.59
0.46 -2.50 -0.27
0.87 -0.20 0.98
1.45 0.48 0.32
-1.26 -0.81 -0.55
-0.01 -0.49 0.14
-1.64 -1.17 2.09
-1.22 0.28 0.00
2.79 1.04 -1.43

Summary:
- SMILES string = O.O.O.O.O.O.O
- ΔE to the lowest compared entry with this formula, charge and spin (eV) = 1.411
- electronic energy (hartree) = -535.07199
- frontier orbital gap (eV) = 11.08
- LUMO energy (eV) = 0.36
- spin multiplicity = 1



Density functional theory data (the ωB97M-V functional and the def2-TZVPD basis) for 7 unconnected molecules or ions with the total composition H14O7.

Last column: natural (NBO) charge in e.
Element x y z (Å)
1 O -2.6349 -0.3330 -2.9009  -0.9528
2 H -3.1349 -0.0240 -2.1199  0.4666
3 H -1.8939 -0.8320 -2.5489  0.4806
4 O 2.2581 1.6420 2.0961  -0.9497
5 H 1.4051 1.7650 1.6411  0.4841
6 H 2.5391 2.5380 2.2461  0.4592
7 O -0.0439 -1.6270 -1.9909  -0.9389
8 H -0.0379 -2.4610 -2.3899  0.4899
9 H 0.7601 -1.2420 -2.3019  0.4935
10 O 2.4201 -1.5230 1.1921  -0.9715
11 H 1.4661 -1.5100 1.0871  0.4842
12 H 2.5641 -1.1620 2.0561  0.4710
13 O 0.4321 1.7430 -0.1419  -0.9470
14 H 1.0451 2.1590 -0.7189  0.4843
15 H -0.3629 2.2090 -0.3449  0.4866
16 O -2.0969 0.5150 1.9651  -0.9525
17 H -2.8719 0.2900 1.5261  0.4491
18 H -1.5019 -0.0730 1.5091  0.4859
19 O -0.1689 -0.7970 0.4341  -0.9927
20 H -0.1829 -1.2960 -0.4009  0.4900
21 H 0.0401 0.0180 0.1051  0.4802

Cartesian forces, eV/Å:
-0.62 0.41 0.50
0.42 -0.30 -0.63
0.23 -0.04 0.15
-0.62 -0.20 -0.29
0.35 -0.33 0.14
0.36 0.52 0.27
-0.65 1.18 0.28
-0.24 -2.27 -0.85
0.96 0.75 -0.23
0.37 -0.60 -0.60
-0.39 0.22 -0.07
0.22 0.44 0.65
-0.11 -0.37 0.50
1.32 0.36 -0.73
-1.29 0.40 0.10
1.40 0.89 1.09
-2.65 -0.29 -0.90
1.16 -0.56 -0.14
-1.16 -3.68 1.20
-0.23 -0.43 0.43
1.16 3.91 -0.88

Summary:
- SMILES string = O.O.O.O.O.O.O
- ΔE to the lowest compared entry with this formula, charge and spin (eV) = 1.776
- electronic energy (hartree) = -535.05859
- frontier orbital gap (eV) = 10.32
- LUMO energy (eV) = -0.09
- spin multiplicity = 1



Density functional theory data (the ωB97M-V functional and the def2-TZVPD basis) for 7 unconnected molecules or ions with the total composition H14O7.

Last column: natural (NBO) charge in e.
Element x y z (Å)
1 O 0.6431 -0.3059 0.4058  -0.9474
2 H 0.2268 -1.1005 0.0533  0.4868
3 H -0.0195 0.3823 0.2784  0.4520
4 O 0.9675 -3.1078 2.5373  -0.9333
5 H 1.0317 -3.6089 1.7164  0.4622
6 H 0.0219 -2.9569 2.6466  0.4718
7 O -0.7876 4.4558 1.0191  -0.9345
8 H -1.0545 4.5951 0.1035  0.4714
9 H -0.5963 3.5123 1.0667  0.4637
10 O 0.1992 -2.4120 -1.3617  -0.9529
11 H 1.1065 -2.6953 -1.2020  0.4745
12 H 0.0270 -2.6789 -2.2718  0.4865
13 O 2.9075 0.3505 0.7167  -0.9398
14 H 2.8686 -0.2299 1.4852  0.4699
15 H 2.6295 -0.2111 -0.0156  0.4701
16 O -3.3711 -0.4881 -1.1486  -0.9369
17 H -3.3802 -1.3070 -1.6569  0.4672
18 H -4.3027 -0.2583 -1.0575  0.4699
19 O -0.3955 1.8750 -1.9223  -0.9250
20 H -0.3987 1.5750 -1.0063  0.4506
21 H 0.5346 2.0429 -2.1109  0.4731

Cartesian forces, eV/Å:
-1.11 -0.22 -0.02
-0.33 0.05 -0.20
0.09 -0.31 0.24
-0.07 -0.10 -0.16
0.00 0.01 0.12
0.09 0.07 0.03
-0.04 -0.14 -0.12
0.02 0.01 0.05
0.02 0.14 0.06
0.15 -0.40 -0.11
0.00 0.02 -0.05
-0.10 0.12 0.08
1.54 0.15 0.03
-0.15 0.12 -0.10
-0.14 0.30 0.32
-0.13 -0.12 -0.02
0.07 0.09 0.05
0.10 0.04 0.02
0.04 0.12 0.11
-0.02 0.08 -0.36
-0.03 -0.02 0.04

Summary:
- SMILES string = O.O.O.O.O.O.O
- ΔE to the lowest compared entry with this formula, charge and spin (eV) = 2.606
- electronic energy (hartree) = -535.02808
- frontier orbital gap (eV) = 10.21
- LUMO energy (eV) = -0.05
- spin multiplicity = 1



Density functional theory data (the ωB97M-V functional and the def2-TZVPD basis) for a molecular structure, H14O7Sr.

Last column: natural (NBO) charge in e.
Element x y z (Å)
1 Sr -13.3282 2.1684 24.9805  1.8704
2 O -13.6896 4.5395 25.9147  -1.0038
3 H -14.1039 5.3318 25.5423  0.5146
4 H -13.7164 4.6857 26.8730  0.5073
5 O -13.6885 3.8447 23.0895  -1.0100
6 H -13.9405 4.7719 22.9683  0.5168
7 H -13.7766 3.4542 22.2047  0.5097
8 O -10.9704 2.7072 24.0061  -1.0033
9 H -11.0931 2.8657 23.0576  0.5044
10 H -10.1944 3.2374 24.2397  0.5158
11 O -13.8318 0.1246 26.2812  -0.9934
12 H -12.8950 -0.1132 26.3176  0.4971
13 H -14.2687 -0.6519 25.8931  0.5174
14 O -15.8359 1.7055 25.0532  -1.0059
15 H -16.2848 1.1270 25.6893  0.5177
16 H -16.3551 2.5265 25.0501  0.5074
17 O -13.7252 0.5397 22.8967  -1.0140
18 H -13.1499 0.0464 22.2908  0.5177
19 H -14.5992 0.5378 22.4747  0.5134
20 O -11.6899 2.3496 26.8839  -0.9986
21 H -10.8319 2.7799 26.7486  0.5155
22 H -12.0937 2.8089 27.6366  0.5039

Cartesian forces, eV/Å:
0.00 0.36 -0.61
-0.23 0.09 0.36
0.11 -0.11 0.08
-0.02 0.15 -0.21
-0.22 -0.05 -0.55
0.12 -0.14 0.01
-0.05 0.17 0.15
-0.09 0.12 -0.26
0.23 0.02 0.15
-0.08 -0.16 -0.07
0.27 -0.33 -0.36
-0.03 -0.52 0.54
0.10 0.11 0.24
-0.22 0.48 0.21
0.04 0.12 -0.17
-0.14 -0.35 -0.08
0.01 0.21 -0.20
-0.13 0.05 0.17
0.17 -0.13 0.14
-0.15 0.37 0.14
-0.11 -0.19 0.19
0.40 -0.28 0.13

Summary:
- ΔE to the lowest compared entry with this formula, charge and spin (eV) = 0.430
- electronic energy (hartree) = -565.39278
- frontier orbital gap (eV) = 12.90
- charge = +2
- LUMO energy (eV) = -6.62
- spin multiplicity = 1